(w)
15
Properties=species:S:1:pos:R:3:mulliken_charge:R:1 method="wB97M-V/def2-TZVPD" homo_ev=-9.8 lumo_ha=0.0286 charge=0 smiles="C#C[SiH](C=C)C=C" orbital_gap_ha=0.3906 spin_multiplicity=1
C -0.7060 -0.4291 -3.1686 0.2687
C -0.7674 -0.4179 -1.9709 -0.9936
C -0.2122 2.2230 0.2291 -0.5438
C 1.6797 -1.1540 1.4275 -0.6109
C -0.8163 1.2346 0.8692 -0.3777
C 0.6809 -1.5382 0.6489 -0.2574
Si -0.8567 -0.5377 0.2512 0.6413
H -0.6431 -0.4093 -4.2184 0.3763
H -0.2079 3.2385 0.5952 0.2638
H 0.2944 2.0561 -0.7086 0.2342
H 2.5544 -1.7665 1.5865 0.2555
H 1.6760 -0.2105 1.9473 0.2657
H -1.3263 1.4527 1.8016 0.3174
H 0.7565 -2.5018 0.1588 0.2954
H -2.1060 -1.2399 0.5513 -0.1347

***

(x)
15
Properties=species:S:1:pos:R:3:mulliken_charge:R:1 method="wB97M-V/def2-TZVPD" homo_ev=-8.4 lumo_ha=0.0140 charge=0 orbital_gap_ha=0.3227 spin_multiplicity=1
C 0.3984 -1.2896 -0.1676 -0.3753
C -0.9349 -1.1827 -0.1282 -0.3076
C 1.3061 -0.1339 -0.0488 0.6241
C -1.5733 0.0503 0.0140 0.0056
C 2.5796 -0.3657 0.1283 -0.9005
C -2.7928 0.5214 0.0852 -0.6665
Si 0.4605 1.4608 -0.1213 0.3714
H 0.8234 -2.3307 -0.1368 0.2125
H -1.7736 -1.9946 -0.2221 0.2175
H 3.3132 0.4653 0.3032 0.2315
H 2.9612 -1.3270 0.2399 0.3129
H -2.7830 1.5605 0.3192 0.2355
H -3.6879 -0.0395 0.3789 0.2960
H 0.9576 2.4895 0.7315 -0.1379
H 0.7454 2.1157 -1.3754 -0.1192

***

Which structure wins on stability? (w) wins.

***

(w)
8
Properties=species:S:1:pos:R:3:mulliken_charge:R:1 method="wB97M-V/def2-TZVPD" homo_ev="-9.5 / -9.4" lumo_ha="-0.0627 / -0.0578" charge=0 orbital_gap_ha="0.2860 / 0.2894" spin_multiplicity=1
C -0.9455 1.0303 -0.6850 0.4934
C 0.0025 -0.0588 -0.6316 -0.1895
N -2.1301 0.8625 0.3665 -0.3549
N -2.3210 -0.2578 0.6246 0.5159
O -1.1805 1.8507 -1.4891 -0.3772
O -1.7083 -1.2766 0.4327 -0.3848
Cl 0.3173 -0.7359 -2.1007 -0.0677
H 0.5461 -0.4634 0.2551 0.3648

***

(x)
8
Properties=species:S:1:pos:R:3:mulliken_charge:R:1 method="wB97M-V/def2-TZVPD" homo_ev=-9.2 lumo_ha=-0.0072 charge=0 smiles="N#[N+][O-].O=C=CCl" orbital_gap_ha=0.3314 spin_multiplicity=1
C 0.9912 0.5065 -0.8558 0.7457
C 1.4288 -0.0070 0.2629 -0.6196
N -3.0972 -0.5673 -0.5463 -0.3446
N -2.2293 -0.3680 0.1139 0.8328
O 0.7286 0.9762 -1.9248 -0.3859
O -1.3034 -0.3894 0.8093 -0.4703
Cl 1.6253 0.7876 1.7892 -0.1325
H 1.8560 -0.9386 0.3516 0.3744

***

Which structure wins on stability? (x) wins.

***

(w)
19
Properties=species:S:1:pos:R:3:mulliken_charge:R:1 method="wB97M-V/def2-TZVPD" homo_ev=-9.0 lumo_ha=0.0202 charge=0 orbital_gap_ha=0.3509 spin_multiplicity=1
C 1.2300 -0.5378 -2.8149 -0.8402
N 2.0946 -0.0107 -1.7368 -0.3954
C 1.4146 0.4401 -0.6136 0.3563
N 1.7952 0.2842 0.6012 -0.6987
H 0.4829 -1.2044 -2.3809 0.3526
H 0.8251 0.2811 -3.4030 0.2783
H 1.8608 -1.1165 -3.4949 0.3333
H 2.7580 -0.7220 -1.4115 0.3033
H 0.5486 1.0344 -0.9192 0.1263
H 2.7662 0.5746 0.6859 0.2214
H -3.6345 -1.8040 1.3204 0.3039
H -2.3597 -1.1583 1.8525 0.3290
O -2.7187 -2.0111 1.5702 -0.6442
H -3.0293 1.7277 -0.0508 0.2965
H -1.8090 1.6813 -1.0108 0.3073
O -2.0689 1.7988 -0.0942 -0.5906
H 0.1106 -0.1479 3.2793 0.2843
H 0.0530 0.5405 1.8933 0.3442
O -0.4955 0.1895 2.6148 -0.6678

***

(x)
19
Properties=species:S:1:pos:R:3:mulliken_charge:R:1 method="wB97M-V/def2-TZVPD" homo_ev=-8.0 lumo_ha=-0.1876 charge=0 orbital_gap_ha=0.1068 spin_multiplicity=1
C -0.8146 -0.3459 -1.7674 -0.6023
N 0.2555 0.0871 -2.5794 -0.0798
C 0.5799 1.4425 -2.1965 -0.5442
N 1.6789 1.6041 -1.1281 -0.4140
H -1.6596 0.2286 -1.9905 0.4223
H -0.9841 -1.4234 -1.8721 0.2994
H -0.6777 -0.1223 -0.7175 0.3250
H -0.1831 1.7800 -1.6610 0.4818
H 0.8449 2.1261 -2.9929 0.3375
H 2.4267 0.8960 -1.2436 0.2795
H -1.4520 -2.4668 3.5221 0.2621
H -0.5919 -1.5430 2.4874 0.4236
O -1.5465 -2.1834 2.6052 -0.7977
H -1.2941 0.7931 1.6921 0.2695
H 0.1077 0.1318 1.5001 0.4352
O -0.4719 0.9162 1.2052 -0.7226
H 1.3698 1.5890 -0.2071 0.2959
H 1.1449 -1.6961 1.8167 0.2593
O 0.6204 -1.0717 2.3648 -0.9306

***

Which structure wins on stability? (w) wins.

***

(w)
16
Properties=species:S:1:pos:R:3:mulliken_charge:R:1 method="wB97M-V/def2-TZVPD" homo_ev=-1.9 lumo_ha=0.1485 charge=-1 orbital_gap_ha=0.2166 spin_multiplicity=1
C 0.6016 -1.1996 0.1010 -0.5795
C 1.6850 -0.3323 0.2609 -0.2513
C -0.6135 -0.8684 -0.5526 -0.6294
C -1.2140 0.3007 0.3230 -0.3920
C -2.4738 0.8807 -0.2007 -0.0834
N 1.8025 0.8573 -0.2180 -0.4467
O 3.1466 1.3240 -0.1149 -0.4018
O -3.6122 0.4842 0.1003 -0.5613
H 0.5701 -1.9225 0.9389 0.1019
H 2.5837 -0.5831 0.8326 0.3657
H -0.4724 -0.4548 -1.5800 0.2938
H -1.4190 -1.5833 -0.5488 0.3725
H -1.3950 -0.3136 1.1996 0.2083
H -0.4420 1.0320 0.3928 0.3936
H -2.4752 1.7284 -0.9439 0.3454
H 3.7274 0.6503 0.0098 0.2642

***

(x)
16
Properties=species:S:1:pos:R:3:mulliken_charge:R:1 method="wB97M-V/def2-TZVPD" homo_ev=-1.8 lumo_ha=0.1524 charge=-1 orbital_gap_ha=0.2200 spin_multiplicity=1
C -0.5917 -1.7224 -0.5985 -0.6331
C 0.6936 -1.8967 0.9283 -0.1566
C -0.0809 1.1392 -0.6163 -0.1873
C 0.6122 -0.9099 -0.1130 -0.0040
C -0.1661 2.5786 -0.4206 -1.0607
N 0.5153 0.3504 0.2521 0.4510
O 1.1418 0.7732 1.2938 -0.7631
O -0.2754 -2.7869 0.2607 -0.4434
H -1.4524 -1.1835 -0.2851 0.3308
H -0.7776 -1.8385 -1.6669 0.2680
H 1.7030 -2.5458 1.1787 0.1194
H 0.1983 -1.6476 2.0059 0.1557
H -0.8830 0.8422 -1.2975 0.1562
H -0.6248 3.1394 -1.3721 0.2569
H 0.7428 2.9487 -0.0426 0.2960
H -0.7550 2.7594 0.4931 0.2142

***

Which structure wins on stability? (w) wins.

***

(w)
16
Properties=species:S:1:pos:R:3:mulliken_charge:R:1 method="wB97M-V/def2-TZVPD" homo_ev=-8.9 lumo_ha=-0.1046 charge=0 orbital_gap_ha=0.2230 spin_multiplicity=1
C 1.0121 -2.0582 0.3392 -0.6871
C 0.6212 -0.5901 -0.0895 0.4911
C -0.2818 -0.1853 -1.0579 0.3738
C -0.5028 1.7609 0.2034 0.3507
C 0.8996 0.2398 0.9446 -0.0644
H -0.4915 -2.6787 1.6443 0.2894
H 2.2416 -2.1346 0.8298 0.2260
H 0.8821 -2.9251 -0.4315 0.3247
H -2.0922 -1.3126 -2.5291 0.3572
H -1.2254 1.4570 -1.7989 0.2134
H 1.5654 -0.0910 1.8334 0.3395
N -0.8571 1.0987 -0.9885 0.0044
N 0.2646 1.3970 1.2009 -0.5097
O 0.4306 -2.5102 1.5374 -0.4644
O -0.4611 -1.0254 -2.2082 -0.6130
O -0.8722 2.9372 0.2866 -0.6317

***

(x)
16
Properties=species:S:1:pos:R:3:mulliken_charge:R:1 method="wB97M-V/def2-TZVPD" homo_ev=-10.1 lumo_ha=0.0133 charge=0 smiles="O=C1NCc2cnoc21.O" orbital_gap_ha=0.3859 spin_multiplicity=1
O 2.1944 -1.0297 0.9606 -0.5737
C 1.2144 -0.5289 0.4450 0.0690
N 0.9977 -0.2825 -0.9732 -0.1865
C 0.0658 0.8122 -1.2605 -0.3510
C -0.4102 1.1612 0.1116 0.6341
C 0.2209 0.4028 1.0370 0.6798
O -0.3116 0.5415 2.2423 -0.2335
N -1.2991 1.4989 2.1450 -0.4002
C -1.3772 1.8581 0.8847 -0.7177
H 1.7116 -0.5331 -1.6460 0.2163
H 0.5891 1.6516 -1.7394 0.2502
H -0.7496 0.4833 -1.9197 0.2138
H -2.1526 2.5582 0.5823 0.4292
H -0.0289 -2.4867 -0.9997 0.3229
O 0.1067 -3.0249 -0.1302 -0.6662
H -0.7714 -3.0821 0.2602 0.3133

***

(y)
16
Properties=species:S:1:pos:R:3:mulliken_charge:R:1 method="wB97M-V/def2-TZVPD" homo_ev="-9.3 / -9.3" lumo_ha="-0.0519 / -0.0523" charge=0 smiles="C=C1C=CN=N1.O=C(O)O" orbital_gap_ha="0.2902 / 0.2898" spin_multiplicity=1
O 0.2812 -2.2738 0.0019 -0.5163
C -0.9527 -1.4217 -0.4386 0.8062
O -1.8703 -1.3847 0.3484 -0.5291
C 0.2339 -4.4535 -1.0772 -0.3920
C -0.5092 -4.1612 -2.2107 0.4303
C -0.3039 -4.5507 -3.5728 -0.5533
C -0.9632 -3.5992 -4.3033 -0.2557
N -1.5230 -2.6507 -3.4595 -0.6083
N -1.3398 -3.0157 -2.2371 0.0613
H 1.2652 -4.7811 -1.2175 0.2965
H -0.3550 -4.7385 -0.2001 0.2640
H 0.3686 -5.3276 -3.9245 0.3421
H -0.9677 -3.4267 -5.3774 0.4115
O -0.5971 -0.4057 -1.2086 -0.4374
H 0.0670 -2.5474 0.9028 0.3127
H -0.6665 0.4163 -0.7061 0.3676

***

Which structure wins on stability? (x) wins.

***

(w)
14
Properties=species:S:1:pos:R:3:mulliken_charge:R:1 method="wB97M-V/def2-TZVPD" homo_ev="-12.3 / -15.6" lumo_ha="-0.1337 / -0.3140" charge=+1 orbital_gap_ha="0.3188 / 0.2578" spin_multiplicity=3
C 2.5260 0.8424 -0.4861 -0.0431
C 1.5700 0.3296 0.0122 -0.3734
C 0.4083 -2.1120 -0.1130 -0.7756
C -0.1124 -1.1328 0.6116 0.3045
C -1.3690 1.5468 -0.0766 -0.9030
N 0.4319 0.1469 0.7919 0.0354
H 3.2661 1.1927 -1.0768 0.5024
H -0.2010 -2.9907 -0.1146 0.2535
H 1.3309 -2.0276 -0.6098 0.3369
H -1.1656 -1.3873 1.0371 0.3519
H -1.7085 2.1617 0.8042 0.3264
H -0.9254 1.9659 -0.9497 0.3751
H -1.8049 0.5660 0.0320 0.2462
H 0.4705 0.5121 1.7416 0.3628

***

(x)
14
Properties=species:S:1:pos:R:3:mulliken_charge:R:1 method="wB97M-V/def2-TZVPD" homo_ev="-11.9 / -16.4" lumo_ha="-0.0998 / -0.3026" charge=+1 orbital_gap_ha="0.3391 / 0.2995" spin_multiplicity=3
C -1.1139 2.3609 1.0592 -1.0001
C -0.4140 1.4754 0.2964 0.3721
C -0.3775 0.0974 0.6020 -0.2632
C 0.6494 -2.2439 -0.4764 -0.2701
C 1.1002 -1.0268 -1.2257 -0.4326
N 0.2435 -0.8629 -0.1393 0.0362
H -1.2400 3.3323 0.7450 0.3518
H -1.7954 2.1409 1.9418 0.2797
H 0.0791 1.6677 -0.6041 0.4013
H -0.9563 -0.0996 1.4265 0.4135
H -0.2879 -2.8512 -0.6279 0.2977
H 1.3414 -2.5814 0.3558 0.2747
H 2.0903 -0.6175 -1.1329 0.2670
H 0.6812 -0.7912 -2.2204 0.2720

***

Which structure wins on stability? (x) wins.